*1*
{"formula": "C3H8N2O2", "method": "ωB97M-V with the def2-TZVPD basis set", "spin_multiplicity": 1, "species": ["O", "O", "N", "N", "C", "C", "C", "H", "H", "H", "H", "H", "H", "H", "H"], "xyz": [[1.12474, -0.23996, -1.46563], [-2.27972, 0.26351, 1.69208], [-1.16195, 0.47145, 1.13997], [-0.66971, -0.40392, 0.33063], [1.04876, 0.11870, -0.18508], [1.10909, 1.61825, 0.20598], [-1.20469, -1.64957, -0.11812], [0.46080, 1.74125, 0.95424], [0.73031, 2.21255, -0.58515], [2.15065, 1.73292, 0.37050], [-0.73319, -1.97012, -1.11725], [-2.29969, -1.44872, -0.08243], [0.86806, 0.46637, -2.12772], [-0.75060, -2.43470, 0.56855], [1.60715, -0.47801, 0.41943]]}

---

*2*
{"formula": "C3H8N2O2", "method": "ωB97M-V with the def2-TZVPD basis set", "spin_multiplicity": 1, "species": ["O", "O", "N", "N", "C", "C", "C", "H", "H", "H", "H", "H", "H", "H", "H"], "xyz": [[-2.21677, 0.31667, 1.22565], [-0.45299, 0.23455, -1.72133], [-0.86646, -0.09240, -0.41142], [-1.82054, 0.70416, 0.13050], [1.38980, 0.63071, 0.75032], [-0.88034, -1.53495, -0.16897], [0.85466, 0.97941, -0.60555], [0.06202, -1.94672, -0.52428], [2.31064, 1.21703, 0.87362], [-1.70102, -1.97479, -0.74195], [-1.01583, -1.74585, 0.89036], [0.69953, 0.89987, 1.55007], [1.64943, -0.42518, 0.83647], [1.55733, 0.76352, -1.40085], [0.43055, 1.97396, -0.68262]]}

---

Each structure's energy above the most stable one, in eV: *1* 0.000; *2* 2.587.

---

*1*
{"formula": "C3H8N2O2", "method": "ωB97M-V with the def2-TZVPD basis set", "smiles": "CN[C@@H](O)NC=O", "spin_multiplicity": 1, "species": ["O", "O", "N", "N", "C", "C", "C", "H", "H", "H", "H", "H", "H", "H", "H"], "xyz": [[-1.04862, -0.70398, -2.04362], [0.30856, 0.72744, 1.85241], [-1.29720, 0.18859, 0.06270], [0.90485, -0.80474, 0.19129], [1.57311, 0.06847, -0.76705], [-1.62177, -0.02059, -1.24143], [-0.21954, -0.33257, 0.86299], [-1.94780, 0.74512, 0.60222], [-2.56774, 0.50621, -1.47985], [1.67676, 1.09593, -0.39119], [-0.59553, -1.11151, 1.54521], [1.02767, 0.07176, -1.71050], [1.56350, -1.07308, 0.92296], [2.56285, -0.32789, -0.94301], [-0.31909, 0.97084, 2.53687]]}

---

*2*
{"formula": "C3H8N2O2", "method": "ωB97M-V with the def2-TZVPD basis set", "smiles": "[H]/N=C(\\N)O.C1CO1", "spin_multiplicity": 1, "species": ["O", "O", "N", "N", "C", "C", "C", "H", "H", "H", "H", "H", "H", "H", "H"], "xyz": [[0.54739, 1.42087, 0.61740], [-1.76913, 0.38019, 0.51231], [2.51096, 1.39700, -0.48133], [0.90896, -0.33898, -0.68966], [1.32473, 0.75687, -0.20203], [-1.89101, -0.93861, 0.97437], [-1.68562, -0.96633, -0.41401], [-0.79049, -1.42607, -0.78702], [-1.06583, -1.31086, 1.55599], [-2.86006, -1.23438, 1.30203], [-0.37696, 0.98582, 0.59827], [1.58724, -0.68857, -1.33978], [3.28852, 0.80899, -0.72770], [-2.49508, -0.95019, -1.10334], [2.76636, 2.10428, 0.18451]]}

---

*3*
{"formula": "C3H8N2O2", "method": "ωB97M-V with the def2-TZVPD basis set", "smiles": "c1c[nH]cn1.O.O", "spin_multiplicity": 1, "species": ["O", "O", "N", "N", "C", "C", "C", "H", "H", "H", "H", "H", "H", "H", "H"], "xyz": [[-1.57851, 2.08300, 1.70798], [4.05314, 0.27309, 1.87228], [-0.21938, -0.71067, -0.04380], [-0.98517, -1.52744, -1.96027], [-0.67371, 0.32196, -0.70247], [-0.18543, -1.76298, -0.84187], [-1.31592, -0.15195, -1.86916], [0.57973, -2.50939, -0.88092], [-1.80622, 0.49097, -2.67728], [-1.63790, 1.15884, 1.89245], [-1.47503, 2.53664, 2.52878], [3.66947, 1.10778, 1.57697], [-0.51427, 1.34046, -0.32788], [3.35024, -0.17261, 2.33297], [-1.26103, -2.47768, -2.60778]]}

---

Each structure's energy above the most stable one, in eV: *1* 0.000; *2* 1.382; *3* 1.317.

---

*1*
{"formula": "C3H8N2O2", "method": "ωB97M-V with the def2-TZVPD basis set", "smiles": "c1c[nH]cn1.O.O", "spin_multiplicity": 1, "species": ["O", "O", "N", "N", "C", "C", "C", "H", "H", "H", "H", "H", "H", "H", "H"], "xyz": [[-2.39106, -0.46259, 0.38044], [-1.04502, 1.15121, -1.28130], [0.30710, -0.88737, 0.90294], [1.48677, 0.88660, 0.19990], [1.48736, -0.13592, -0.79914], [0.95064, -1.26842, -0.23918], [0.75632, 0.37755, 1.15688], [0.65432, 0.78495, 2.15397], [-2.06996, -0.11558, -0.46218], [-0.67084, -1.01659, 1.15571], [0.88242, -2.23961, -0.70583], [-0.12092, 1.22961, -1.00271], [2.12395, -0.05467, -1.66470], [-3.34811, -0.24927, 0.40160], [-1.27020, 2.05564, -1.48112]]}

---

*2*
{"formula": "C3H8N2O2", "method": "ωB97M-V with the def2-TZVPD basis set", "smiles": "NC(=O)[C@@H](N)CO", "spin_multiplicity": 1, "species": ["O", "O", "N", "N", "C", "C", "C", "H", "H", "H", "H", "H", "H", "H", "H"], "xyz": [[-2.20204, -1.04798, 0.41380], [1.94885, -0.72754, -1.27958], [-0.68567, 1.28241, 0.13297], [2.15921, 1.07754, 0.13065], [0.00222, -0.08208, 0.07857], [-1.02751, -1.05459, -0.51275], [1.41669, 0.12598, -0.54819], [1.84546, 1.87007, 0.69055], [-1.36555, -0.90067, -1.52110], [0.13445, -0.55526, 1.08271], [-0.58391, -2.13393, -0.43576], [3.12388, 0.81520, 0.32648], [-1.54812, 1.13528, 0.45515], [-0.34616, 1.78623, 0.92723], [-2.87179, -1.59067, 0.05926]]}

---

*3*
{"formula": "C3H8N2O2", "method": "ωB97M-V with the def2-TZVPD basis set", "smiles": "NC(=O)CNCO", "spin_multiplicity": 1, "species": ["O", "O", "N", "N", "C", "C", "C", "H", "H", "H", "H", "H", "H", "H", "H"], "xyz": [[-2.53636, -1.58965, -0.76627], [0.84013, 2.25866, 0.01374], [-0.73752, -0.15418, -0.27797], [1.83501, 1.11476, 1.67575], [-1.36799, -0.95324, -1.26824], [1.10795, 1.19272, 0.52343], [0.67865, -0.12332, -0.09967], [1.11481, -0.97505, 0.43358], [2.13776, 0.27273, 2.12442], [-0.67013, -1.73978, -1.54223], [1.92658, 1.98797, 2.16929], [-1.61979, -0.43121, -2.20436], [1.17930, -0.16898, -1.07162], [-2.62113, -1.27852, 0.14800], [-1.26728, 0.58709, 0.14215]]}

---

Each structure's energy above the most stable one, in eV: *1* 0.266; *2* 0.646; *3* 0.000.

---

*1*
{"formula": "C3H8N2O2", "method": "ωB97M-V with the def2-TZVPD basis set", "smiles": "O=C1NCCO1.N", "spin_multiplicity": 1, "species": ["O", "O", "N", "N", "C", "C", "C", "H", "H", "H", "H", "H", "H", "H", "H"], "xyz": [[-0.08443, -0.70728, -2.05251], [1.04341, 0.34268, -0.38040], [-1.23561, 0.12868, -0.17417], [0.69005, -2.47832, 0.08941], [0.62699, 1.33278, 0.57243], [-0.84598, 1.48817, 0.20706], [-0.09378, -0.19726, -0.97614], [-1.49175, 1.90696, 0.97380], [-0.29754, -2.53844, 0.30465], [-0.92421, 2.08437, -0.70815], [0.79210, -2.52630, -0.91759], [-1.23636, -0.46483, 0.65961], [1.06515, -1.58161, 0.37950], [1.23079, 2.22877, 0.41705], [0.76115, 0.98162, 1.60545]]}

---

*2*
{"formula": "C3H8N2O2", "method": "ωB97M-V with the def2-TZVPD basis set", "smiles": "c1c[nH]cn1.O.O", "spin_multiplicity": 1, "species": ["O", "O", "N", "N", "C", "C", "C", "H", "H", "H", "H", "H", "H", "H", "H"], "xyz": [[-0.98284, -0.36207, -2.92885], [1.38531, -2.34091, -1.11746], [-1.13999, 1.30476, 1.39098], [0.62668, 0.48365, 0.34530], [-0.68800, 0.61377, 0.32211], [0.95150, 0.80678, 1.65740], [-0.10117, 1.38536, 2.31025], [-0.16500, -0.54185, -2.45597], [-0.39043, 2.02061, 3.13480], [2.01833, 0.68989, 1.78699], [-1.37681, 0.36245, -0.46827], [-2.10643, 1.56802, 1.41650], [2.29596, -2.49050, -0.91829], [1.28284, -2.59544, -2.03526], [-1.60996, -0.90452, -2.44024]]}

---

*3*
{"formula": "C3H8N2O2", "method": "ωB97M-V with the def2-TZVPD basis set", "smiles": "NC(=O)CNCO", "spin_multiplicity": 1, "species": ["O", "O", "N", "N", "C", "C", "C", "H", "H", "H", "H", "H", "H", "H", "H"], "xyz": [[-2.59166, 0.72312, -0.30090], [2.13569, 0.03028, 1.21926], [2.56828, 0.16065, -0.98839], [-0.62920, 0.07380, 0.83393], [0.29296, -0.19667, -0.26908], [1.73278, 0.03994, 0.07069], [-1.97322, -0.27470, 0.50434], [-0.29218, -0.24867, 1.71522], [0.13807, -1.24054, -0.56704], [2.20565, 0.27064, -1.91636], [0.01114, 0.47083, -1.08779], [-2.09925, -1.18932, -0.09896], [3.53500, 0.27720, -0.75858], [-2.52381, -0.45404, 1.42979], [-2.51025, 1.55748, 0.21385]]}

---

Each structure's energy above the most stable one, in eV: *1* 0.673; *2* 1.002; *3* 0.000.

---

*1*
{"formula": "C12H20N", "method": "ωB97M-V with the def2-TZVPD basis set", "spin_multiplicity": 1, "charge": 1, "species": ["N", "C", "C", "C", "C", "C", "C", "C", "C", "C", "C", "C", "C", "H", "H", "H", "H", "H", "H", "H", "H", "H", "H", "H", "H", "H", "H", "H", "H", "H", "H", "H", "H"], "xyz": [[-1.31032, 0.42031, 0.11607], [-3.13183, 0.73378, -1.39626], [1.41095, -0.22316, -0.58354], [-2.27137, -0.11251, -0.75647], [-0.56392, -0.41092, 0.92787], [-0.05354, 0.16632, 2.26430], [0.87061, -0.76854, -1.85967], [-2.03655, 2.62151, -0.54929], [2.21493, -1.08339, 0.37631], [-0.66151, -1.94060, 0.92845], [-1.16227, 1.75029, 0.12938], [-3.04308, 2.13839, -1.33406], [1.67442, 1.18497, -0.35704], [-1.46380, -2.32908, 1.49616], [3.29455, -0.80859, 0.23984], [-0.52824, 2.23380, 0.91503], [1.63632, -0.57149, -2.52941], [-3.65004, 2.82623, -1.82216], [2.70025, 1.47522, -0.62555], [2.06241, -2.18633, 0.07739], [0.84583, -1.90735, -1.90782], [1.01112, 0.30690, 2.31677], [-3.91390, 0.14823, -2.01117], [-0.04148, -0.30774, -2.22488], [-0.40964, -2.37893, -0.02286], [-0.13570, -0.57053, 3.05012], [-1.76414, 3.67147, -0.51279], [2.15097, -0.69858, 1.33480], [-0.52577, 1.13274, 2.52500], [0.16143, -2.29443, 1.51780], [-2.30124, -1.24422, -1.02752], [1.62126, 1.45475, 0.67998], [0.91694, 1.88922, -0.84812]]}

---

*2*
{"formula": "C12H20N", "method": "ωB97M-V with the def2-TZVPD basis set", "spin_multiplicity": 1, "charge": 1, "species": ["N", "C", "C", "C", "C", "C", "C", "C", "C", "C", "C", "C", "C", "H", "H", "H", "H", "H", "H", "H", "H", "H", "H", "H", "H", "H", "H", "H", "H", "H", "H", "H", "H"], "xyz": [[-0.64889, 0.49584, 3.77614], [-0.47226, -0.30306, 4.89036], [1.98917, 1.14936, -3.80106], [-0.24938, -0.44351, -0.76050], [-0.43600, 1.02283, 2.75844], [-1.08516, -2.36007, -0.22316], [-1.43529, -1.20929, -1.25411], [-1.26079, 1.69072, 0.46883], [0.71305, 0.86200, -2.91200], [0.96103, 0.06872, -1.59951], [0.92972, -1.16339, 1.26771], [-0.37161, 1.61554, 1.51194], [-0.06035, -1.37665, 0.39680], [-1.50627, -1.57666, -2.36625], [1.52343, 0.68773, -1.03502], [-1.14394, 2.30660, -0.32612], [-1.50301, -0.44945, 5.13477], [-0.14995, 0.25482, -3.35604], [1.56726, -0.69733, -1.92700], [-2.25824, 1.60142, 0.74422], [-2.35457, -0.80876, -1.04847], [-1.69826, -2.83557, 0.51183], [2.75762, 1.34504, -3.04202], [1.69064, 1.97326, -4.31536], [-0.73598, 0.54919, -0.51450], [0.20817, -1.08372, 4.47665], [1.02615, -1.69880, 2.15039], [0.14318, 0.00995, 5.74268], [-0.55154, -3.19851, -0.73849], [2.05994, 0.27206, -4.39166], [1.57630, -0.42398, 1.05615], [0.60128, 2.00516, 1.27117], [0.17454, 1.71850, -2.54679]]}

---

Each structure's energy above the most stable one, in eV: *1* 0.000; *2* 3.394.